Entry 1:
A molecular structure, C54H54Ge2IN2S4Ti at a distorted geometry. Source: the OMol25 dataset; level of theory: ωB97M-V with the def2-TZVPD basis set.

Last column: Löwdin spin population.
Atoms and positions in Å:
Ti -1.376 -2.269 1.129  0.966
C 1.024 -5.762 3.278  0.000
C 1.705 -4.536 2.716  0.000
C 1.599 -3.289 3.297  0.000
C 2.308 -2.192 2.816  0.001
C 2.446 -0.889 3.648  0.000
C 2.833 -2.291 1.515  0.001
C 2.952 -3.528 0.853  0.000
C 3.891 -3.708 -0.318  0.000
C 2.380 -4.626 1.479  0.000
C 3.463 -1.110 0.835  0.000
C 4.821 -0.793 1.172  0.000
C 5.564 -0.031 0.274  0.000
C 4.905 0.538 -0.842  0.000
C 3.574 0.348 -1.126  0.000
C 2.841 -0.543 -0.264  0.002
Ge 1.035 -0.961 -0.547  0.004
S 0.157 -2.980 -0.639  -0.018
S -0.074 0.486 -1.751  0.003
Ge -1.544 0.695 -0.075  0.012
S -2.988 -1.020 -0.152  -0.016
S -0.083 -0.234 1.385  0.010
C -2.175 2.445 0.361  0.006
C -2.437 3.302 -0.734  0.001
C -2.866 4.554 -0.562  0.000
C -3.055 5.011 0.776  0.000
C -2.792 4.152 1.843  0.000
C -2.448 2.846 1.623  0.000
C -2.199 1.965 2.813  0.000
C -0.936 2.029 3.455  0.000
C 0.265 2.779 2.856  0.000
C -0.836 1.451 4.691  0.000
C -1.871 0.806 5.297  0.000
C -1.723 0.059 6.567  0.000
C -3.072 0.701 4.650  0.000
C -3.288 1.330 3.418  0.000
C -4.618 1.316 2.706  0.000
C -2.223 2.829 -2.127  0.000
C -1.146 3.425 -2.868  0.000
C -0.210 4.474 -2.226  0.000
C -1.037 3.130 -4.193  0.000
C -1.995 2.359 -4.888  0.000
C -1.738 2.285 -6.347  0.000
C -2.924 1.749 -4.139  0.000
C -3.082 1.981 -2.784  0.000
C -4.168 1.286 -2.066  -0.001
C 3.053 0.965 -2.346  0.000
C 2.789 0.182 -3.513  0.000
C 2.932 -1.334 -3.485  0.000
C 2.670 0.737 -4.785  0.000
C 2.675 2.088 -4.985  0.000
C 2.300 2.807 -6.279  0.000
C 2.797 2.894 -3.850  0.000
C 3.085 2.386 -2.544  0.000
C 3.462 3.249 -1.462  0.000
H 1.324 -6.091 4.262  0.000
H 1.076 -6.576 2.578  0.000
H -0.036 -5.618 3.386  0.000
H 1.056 -3.290 4.224  0.000
H 1.648 -0.733 4.411  0.000
H 2.464 -0.007 2.964  0.000
H 3.341 -0.871 4.253  0.000
H 4.953 -3.757 -0.065  0.000
H 3.879 -2.905 -1.061  0.000
H 3.615 -4.638 -0.847  0.000
H 2.437 -5.624 1.000  0.000
H 5.344 -1.337 1.899  0.000
H 6.649 0.138 0.320  0.000
H 5.515 1.135 -1.473  0.000
H -3.085 5.192 -1.448  0.000
H -3.413 6.043 0.981  0.000
H -2.822 4.584 2.864  0.000
H 1.207 2.459 3.280  0.000
H 0.113 3.853 2.997  0.000
H 0.191 2.656 1.700  0.000
H 0.168 1.497 5.212  0.000
H -0.829 0.322 7.007  0.000
H -1.787 -0.976 6.314  0.000
H -2.450 0.404 7.311  0.000
H -3.900 0.205 5.145  0.000
H -5.159 2.299 2.782  0.000
H -5.297 0.635 3.211  0.000
H -4.480 1.035 1.636  0.000
H 0.704 4.493 -2.793  0.000
H 0.139 4.047 -1.253  0.000
H -0.749 5.352 -2.087  0.000
H -0.237 3.688 -4.713  0.000
H -2.553 1.804 -7.008  0.000
H -0.871 1.725 -6.576  0.000
H -1.628 3.306 -6.789  0.000
H -3.693 1.164 -4.598  0.000
H -4.116 0.222 -2.039  -0.001
H -5.150 1.551 -2.457  0.000
H -4.227 1.529 -0.956  0.000
H 3.619 -1.815 -2.819  0.000
H 2.984 -1.727 -4.453  0.000
H 1.932 -1.805 -3.222  0.000
H 2.590 0.047 -5.630  0.000
H 2.764 2.309 -7.182  0.000
H 2.638 3.835 -6.280  0.000
H 1.223 2.735 -6.478  0.000
H 2.779 3.963 -4.002  0.000
H 3.488 4.268 -1.778  0.000
H 4.421 2.979 -1.084  0.000
H 2.769 3.098 -0.628  0.000
N -1.762 -2.953 4.428  0.017
C -1.703 -2.790 3.277  0.000
I -5.078 -3.369 2.026  0.000
C -3.623 -4.820 1.259  0.005
C -4.070 -6.166 1.107  -0.001
C -3.159 -7.025 0.486  0.004
C -1.868 -6.647 0.177  -0.001
C -1.512 -5.295 0.523  0.006
N -2.395 -4.385 0.918  0.003
H -4.961 -6.577 1.502  0.000
H -3.541 -8.096 0.411  0.000
H -1.038 -7.247 -0.131  0.000
H -0.463 -4.976 0.442  0.000

Summary:
HOMO level (alpha / beta)	-8.0 / -8.1	eV
lowest unoccupied orbital energy (alpha / beta)	-0.097 / 0.019	eV
gap between HOMO and LUMO (alpha / beta)	7.90 / 8.16	eV
multiplicity	2

---

Entry 2:
A molecular structure, C54H55CsGeN8O3S2. Source: the OMol25 dataset; level of theory: ωB97M-V with the def2-TZVPD basis set.

Last column: Löwdin charge in e.
Atoms and positions in Å:
Cs 0.711 0.040 0.602  0.656
C 5.227 -5.762 -0.547  -0.100
C 5.236 -4.391 -1.228  -0.276
N 4.656 -3.357 -0.386  -0.039
C 3.283 -3.203 -0.262  -0.887
S 2.721 -2.630 1.246  0.434
N 2.581 -3.675 -1.270  -0.055
N 1.332 -3.276 -1.413  0.054
C 0.564 -4.040 -2.121  -0.300
C 1.010 -5.384 -2.635  -0.062
C -0.793 -3.570 -2.440  -0.221
C -1.666 -4.393 -3.173  -0.041
C -2.938 -3.948 -3.485  -0.100
C -3.333 -2.684 -3.079  -0.096
C -2.406 -1.929 -2.369  -0.160
N -1.186 -2.340 -2.053  0.134
H 5.653 -6.531 -1.202  0.059
H 4.199 -6.039 -0.296  0.067
H 5.810 -5.735 0.380  0.064
H 4.652 -4.429 -2.140  0.087
H 6.255 -4.103 -1.489  0.099
H 5.103 -3.224 0.505  0.074
H 2.050 -5.525 -2.354  0.048
H 0.924 -5.445 -3.726  0.070
H 0.418 -6.195 -2.198  0.074
H -1.338 -5.372 -3.494  0.088
H -3.615 -4.578 -4.050  0.094
H -4.318 -2.297 -3.310  0.088
H -2.655 -0.923 -2.041  0.054
O 0.090 -5.960 5.347  0.082
C -0.398 -4.911 6.067  -0.515
O -0.675 -5.116 7.221  0.064
C -0.535 -3.631 5.367  -0.174
C -0.467 -3.486 3.965  -0.042
C -0.584 -2.256 3.375  -0.049
C -0.729 -1.066 4.134  -0.308
C -0.830 -1.224 5.547  -0.025
C -0.745 -2.468 6.126  -0.040
N -0.781 0.085 3.433  -0.037
C -0.813 1.292 3.986  -0.148
C -0.900 2.469 3.183  -0.299
C -1.023 3.741 3.794  -0.060
C -1.128 4.865 3.009  -0.111
C -1.102 4.734 1.618  -0.092
C -0.961 3.456 1.096  -0.176
N -0.865 2.353 1.829  0.010
H 0.400 -5.632 4.497  0.080
H -0.353 -4.347 3.312  0.108
H -0.543 -2.159 2.295  0.064
H -0.981 -0.355 6.176  0.084
H -0.822 -2.585 7.201  0.109
H -0.768 1.451 5.065  0.092
H -1.034 3.810 4.876  0.095
H -1.229 5.843 3.465  0.089
H -1.179 5.593 0.966  0.084
H -0.920 3.308 0.017  0.099
C -9.592 -0.803 -0.833  -0.063
C -8.150 -0.459 -0.549  -0.287
C -7.150 -1.421 -0.625  -0.049
C -5.824 -1.100 -0.364  -0.079
C -5.489 0.198 -0.014  -0.375
C -6.469 1.173 0.063  -0.068
C -7.792 0.842 -0.196  -0.046
S -3.768 0.701 0.268  0.886
C -3.646 -0.068 1.888  -0.208
O -3.831 2.174 0.452  -0.514
H -9.689 -1.828 -1.193  0.069
H -10.011 -0.134 -1.588  0.074
H -10.201 -0.701 0.069  0.077
H -7.413 -2.440 -0.896  0.108
H -5.054 -1.865 -0.426  0.109
H -6.167 2.183 0.326  0.105
H -8.562 1.604 -0.128  0.110
H -4.387 0.398 2.540  0.071
H -2.629 0.112 2.255  0.019
H -3.826 -1.141 1.773  0.062
C 2.533 2.449 -0.695  -0.339
Ge 4.253 1.619 -0.687  0.785
C 4.636 0.814 1.086  -0.302
C 4.022 1.326 2.232  -0.129
C 4.343 0.845 3.499  -0.094
C 5.294 -0.159 3.639  -0.110
C 5.918 -0.677 2.509  -0.113
C 5.588 -0.194 1.248  -0.132
C 4.521 0.178 -2.038  -0.259
C 5.798 -0.176 -2.485  -0.127
C 5.973 -1.128 -3.484  -0.113
C 4.868 -1.751 -4.054  -0.119
C 3.592 -1.425 -3.613  -0.099
C 3.426 -0.467 -2.620  -0.109
C 5.928 2.699 -0.981  -0.265
C 6.186 3.253 -2.240  -0.125
C 7.282 4.078 -2.464  -0.118
C 8.151 4.378 -1.420  -0.132
C 7.913 3.844 -0.160  -0.114
C 6.812 3.017 0.055  -0.104
H 2.597 3.365 -1.307  -0.151
H 3.288 2.123 2.125  0.089
H 3.851 1.254 4.374  0.094
H 5.541 -0.543 4.622  0.090
H 6.659 -1.463 2.613  0.092
H 6.072 -0.617 0.370  0.091
H 6.672 0.322 -2.070  0.092
H 6.974 -1.387 -3.816  0.087
H 5.004 -2.498 -4.827  0.087
H 2.725 -1.923 -4.034  0.097
H 2.424 -0.198 -2.301  0.073
H 5.513 3.024 -3.063  0.099
H 7.462 4.488 -3.453  0.086
H 9.005 5.025 -1.588  0.083
H 8.589 4.069 0.659  0.088
H 6.637 2.603 1.044  0.090
C -3.522 2.522 -4.786  -0.032
N -2.318 2.123 -4.085  -0.143
C -1.014 2.273 -4.508  -0.082
C -0.238 1.733 -3.521  -0.131
N -1.031 1.250 -2.507  0.084
C -2.264 1.501 -2.876  -0.198
H -3.255 3.164 -5.620  0.080
H -4.182 3.072 -4.117  0.088
H -4.060 1.655 -5.170  0.084
H -0.772 2.748 -5.446  0.103
H 0.842 1.670 -3.463  0.093
H -3.159 1.278 -2.313  0.089

Summary:
HOMO level (alpha / beta)	-1.8 / -0.7	eV
lowest unoccupied orbital energy (alpha / beta)	3.204 / 3.206	eV
gap between HOMO and LUMO (alpha / beta)	5.05 / 3.91	eV
total charge	-2

---

ΔE to the lowest compared entry with this formula, charge and spin (computed, eV): 2.560, 0.919
Electronic energy (computed, eV): -247448.807, -153686.246